# 1
{"formula": "C4H8O2", "method": "the ωB97M-V functional and the def2-TZVPD basis", "elements": ["C", "C", "O", "C", "C", "O", "H", "H", "H", "H", "H", "H", "H", "H"], "coordinates": [[-0.70241, 1.12513, -1.29849], [-0.78938, -0.18241, -0.55773], [-1.37607, -1.14671, -1.00577], [1.19146, -1.19329, 0.57570], [-0.04173, -0.30680, 0.77252], [0.40520, 0.93679, 1.28331], [-0.87497, 0.94029, -2.36016], [0.26023, 1.61206, -1.12600], [-1.47882, 1.80923, -0.93461], [1.25503, -1.54823, -0.46666], [1.16969, -2.07402, 1.21698], [2.07414, -0.60547, 0.83103], [-0.73029, -0.79727, 1.47318], [-0.36207, 1.43069, 1.59669]], "mulliken_charge": [-1.143, 0.430, -0.561, -1.128, 0.525, -0.576, 0.363, 0.324, 0.288, 0.308, 0.259, 0.317, 0.276, 0.319], "lumo_ev": 0.7, "charge": 0, "smiles": "CC(=O)[C@@H](C)O", "gap_ev": 10.2, "de_lowest_kj_mol": 92.1}

# 2
{"formula": "C39H114B2F2N2O19PS", "method": "the ωB97M-V functional and the def2-TZVPD basis", "elements": ["C", "C", "C", "C", "C", "C", "C", "C", "C", "C", "F", "N", "P", "S", "C", "B", "O", "C", "C", "C", "C", "C", "C", "F", "C", "C", "C", "C", "C", "O", "C", "B", "N", "O", "H", "H", "H", "H", "H", "H", "H", "H", "H", "H", "H", "H", "H", "H", "H", "H", "H", "H", "H", "H", "H", "H", "H", "H", "H", "H", "H", "H", "H", "H", "H", "H", "H", "H", "H", "H", "H", "H", "H", "H", "H", "H", "H", "H", "H", "H", "H", "H", "H", "H", "C", "O", "H", "H", "H", "H", "C", "O", "H", "H", "H", "H", "C", "O", "H", "H", "H", "H", "C", "O", "H", "H", "H", "H", "C", "O", "H", "H", "H", "H", "C", "O", "H", "H", "H", "H", "C", "O", "H", "H", "H", "H", "C", "O", "H", "H", "H", "H", "C", "O", "H", "H", "H", "H", "C", "O", "H", "H", "H", "H", "C", "O", "H", "H", "H", "H", "C", "O", "H", "H", "H", "H", "C", "O", "H", "H", "H", "H", "C", "O", "H", "H", "H", "H", "C", "O", "H", "H", "H", "H", "C", "O", "H", "H", "H", "H"], "coordinates": [[-0.04656, -0.18807, 3.03108], [0.93723, 0.95159, 3.51223], [2.44946, 0.66921, 3.21044], [2.65922, 0.42780, 1.65259], [4.16404, 0.18519, 1.26147], [4.22495, 0.25495, -0.32562], [3.57487, -1.05393, -0.88442], [2.99784, -0.88369, -2.34992], [1.79417, 0.16288, -2.37159], [0.58714, -0.24972, -3.26258], [0.37408, 0.91841, -4.04007], [0.67550, -1.44279, -4.12410], [1.86990, -1.53451, -5.46427], [3.01093, 0.00934, -5.68979], [-0.67697, -1.63412, -4.81268], [-1.06465, -3.15338, -5.22382], [-2.33869, -3.32964, -5.82153], [-0.13446, -4.44880, -5.01173], [0.70223, -4.69896, -6.34733], [-1.69282, -0.84587, -3.85157], [-2.53737, 0.17083, -4.69754], [-4.07278, 0.13002, -4.35866], [-4.42385, 0.63304, -2.93031], [-4.60943, -1.16078, -4.60276], [-0.85787, -0.38004, -2.57953], [-1.07361, -1.59040, -1.58105], [0.10316, -1.85732, -0.58679], [-0.23514, -3.22726, 0.16028], [0.78859, -4.35776, -0.17141], [1.11624, -4.45038, -1.56970], [2.01884, -5.57723, -1.69354], [-1.19549, 1.02396, -1.85305], [-0.77005, 1.17940, -0.41146], [-1.82033, 2.15105, -2.45239], [0.53526, -1.10408, 2.74809], [-0.79568, -0.47693, 3.80113], [-0.56133, 0.18931, 2.11257], [0.60550, 1.94207, 3.07628], [0.84516, 1.03899, 4.62762], [2.77773, -0.27396, 3.72109], [3.09959, 1.54058, 3.46808], [2.19140, 1.27160, 1.07350], [2.04047, -0.47910, 1.42143], [4.86919, 0.89323, 1.74932], [4.42139, -0.89269, 1.50416], [5.31696, 0.24893, -0.58071], [3.72062, 1.17145, -0.71642], [4.34546, -1.86929, -0.91491], [2.75984, -1.45001, -0.22486], [3.83731, -0.52596, -2.98322], [2.67223, -1.92234, -2.64526], [1.51700, 0.30504, -1.29282], [2.25575, 1.13404, -2.67963], [0.80837, -2.30604, -3.57102], [1.28379, -1.85581, -6.71702], [2.71380, -2.64609, -5.11904], [-0.54431, -1.00792, -5.74269], [-2.83216, -3.99452, -5.32529], [0.59135, -4.36233, -4.16361], [-0.81309, -5.31243, -4.80101], [0.52742, -5.74209, -6.69899], [1.78993, -4.58698, -6.14016], [0.42615, -3.96284, -7.14247], [-2.44682, -1.65463, -3.64688], [-2.48732, -0.18627, -5.76390], [-2.13967, 1.20772, -4.72882], [-4.59101, 0.79867, -5.09053], [-4.23179, 1.73427, -2.91136], [-5.51871, 0.51366, -2.71302], [-3.88086, 0.09936, -2.10788], [-2.03655, -1.38469, -1.04055], [-1.25705, -2.55917, -2.12567], [0.22062, -1.09823, 0.21382], [1.04680, -2.05694, -1.14493], [-0.27146, -3.07253, 1.26838], [-1.25584, -3.57411, -0.13273], [1.68856, -4.25176, 0.49475], [0.30687, -5.33246, 0.11971], [3.00587, -5.23589, -2.09544], [2.19187, -6.08079, -0.71033], [1.54236, -6.33314, -2.36772], [-0.12301, 1.97925, -0.44192], [-1.59774, 1.54336, 0.07129], [-1.17217, 2.73649, -2.86425], [6.19847, -2.38176, 4.18139], [5.18195, -2.34366, 3.18474], [6.72065, -1.42686, 4.18515], [5.74686, -2.55064, 5.16289], [6.90976, -3.17957, 3.95622], [4.73527, -3.19469, 3.19987], [-6.84857, -0.52646, -0.05015], [-6.96346, 0.20314, -1.26788], [-6.30134, 0.08173, 0.66780], [-7.84117, -0.74742, 0.34902], [-6.30322, -1.45851, -0.22200], [-7.44956, -0.34990, -1.88667], [-4.12240, 1.68987, -7.90519], [-3.30742, 2.19988, -6.85132], [-3.95809, 0.61575, -7.98606], [-5.17738, 1.87606, -7.68761], [-3.85012, 2.16762, -8.84924], [-3.46857, 3.14598, -6.79911], [3.39148, 0.49999, 7.23263], [4.14955, -0.42592, 6.46480], [2.54775, -0.02664, 7.67552], [4.01002, 0.92192, 8.02978], [3.01743, 1.30155, 6.58921], [4.88780, 0.05708, 6.08301], [9.65732, 0.03087, 4.69421], [9.50667, -1.36681, 4.89923], [9.44865, 0.25362, 3.64874], [8.95377, 0.58069, 5.32657], [10.68045, 0.33651, 4.92939], [9.69506, -1.54091, 5.83001], [5.21322, -6.44407, 0.84263], [4.86404, -5.07660, 0.64979], [5.26697, -6.64053, 1.91157], [4.45370, -7.09211, 0.39580], [6.18632, -6.64938, 0.39022], [4.82291, -4.92434, -0.29740], [-1.06354, 4.62960, 1.68032], [-0.99370, 3.67246, 2.72863], [-1.05800, 4.10335, 0.72543], [-1.98616, 5.20889, 1.76887], [-0.19897, 5.29755, 1.73014], [-1.00043, 4.16149, 3.56206], [-5.33154, 4.97606, 1.03979], [-4.65916, 5.08914, 2.28897], [-5.13434, 5.87434, 0.45761], [-4.96166, 4.10441, 0.49266], [-6.40834, 4.88155, 1.20094], [-4.84539, 4.28850, 2.78586], [4.61717, 4.58651, 3.24900], [4.69550, 3.62830, 4.29836], [4.61722, 4.05804, 2.29694], [3.69438, 5.16565, 3.33874], [5.47970, 5.25668, 3.28831], [4.69394, 4.11269, 5.12793], [-3.34886, -0.41229, 5.49521], [-3.08857, 0.09569, 4.19128], [-3.49598, -1.48861, 5.42491], [-2.49988, -0.20763, 6.15328], [-4.25223, 0.04781, 5.90390], [-2.96082, 1.04523, 4.27497], [-7.96684, 2.57566, -5.69635], [-7.95901, 2.51008, -7.11983], [-7.15395, 3.22506, -5.37297], [-8.91653, 2.98561, -5.34949], [-7.81904, 1.57616, -5.27788], [-8.68164, 1.93367, -7.38101], [-0.79485, 5.77182, 6.64217], [-1.22533, 5.66632, 5.28583], [-0.10263, 4.95932, 6.85120], [-0.28762, 6.72605, 6.79893], [-1.65374, 5.69422, 7.31255], [-1.83453, 6.39107, 5.12195], [-11.82149, 1.53395, -5.76192], [-11.02020, 1.63594, -4.58915], [-11.67520, 2.43164, -6.36061], [-11.52217, 0.65900, -6.34589], [-12.87630, 1.45236, -5.48936], [-11.16377, 0.83677, -4.07618], [-1.15854, 5.75780, 10.59578], [0.05203, 5.66741, 9.85188], [-1.96144, 6.04290, 9.91817], [-1.39487, 4.79031, 11.04602], [-1.06226, 6.51546, 11.37737], [0.74586, 5.41551, 10.46636], [7.92160, -2.45979, 8.55669], [9.12459, -2.55120, 7.79887], [7.10996, -2.17999, 7.88722], [7.69426, -3.42566, 9.01391], [8.02592, -1.69850, 9.33390], [9.82672, -2.79879, 8.40622], [-1.26373, -2.08109, -9.08293], [-0.13212, -2.19293, -9.93932], [-2.12384, -1.78739, -9.68057], [-1.46620, -3.04439, -8.60577], [-1.07875, -1.31799, -8.31804], [0.61772, -2.45194, -9.39851]], "mulliken_charge": [-0.072, -0.224, -0.330, 0.695, -0.642, -0.743, -0.012, -0.822, 0.299, -0.288, -0.449, 0.626, 0.497, -0.315, -1.477, 0.327, -0.802, 0.729, -1.126, 0.157, -0.976, 0.342, -0.744, -0.428, 1.119, -1.975, 2.805, -1.329, -0.829, -0.094, -0.913, 0.815, -0.366, -0.644, 0.030, 0.213, -0.179, 0.052, 0.300, 0.220, 0.057, 0.121, -0.673, 0.495, -0.112, 0.470, 0.313, 0.603, -0.389, 0.641, -0.246, -0.800, 0.798, -0.019, 0.101, 0.084, 0.941, 0.317, -0.706, 0.556, 0.332, 0.363, 0.111, 1.153, -0.044, 0.135, 0.258, 0.205, 0.472, -0.121, 0.473, 0.430, -0.733, -1.286, 0.306, 0.454, 0.452, 0.624, 0.234, 0.412, 0.252, 0.086, 0.138, 0.300, -0.550, -0.373, 0.090, 0.302, 0.315, 0.189, -0.605, -0.479, 0.196, 0.305, 0.267, 0.270, -0.482, -0.423, 0.227, 0.132, 0.305, 0.278, -0.586, -0.424, 0.231, 0.299, 0.190, 0.261, -0.578, -0.458, 0.215, 0.228, 0.316, 0.278, -0.600, -0.377, 0.231, 0.250, 0.288, 0.211, -0.461, -0.325, 0.037, 0.229, 0.299, 0.178, -0.476, -0.469, 0.240, 0.143, 0.297, 0.275, -0.533, -0.451, 0.169, 0.240, 0.315, 0.276, -0.653, -0.397, 0.234, 0.273, 0.287, 0.250, -0.501, -0.536, 0.255, 0.284, 0.192, 0.289, -0.546, -0.464, 0.240, 0.290, 0.210, 0.250, -0.570, -0.465, 0.216, 0.266, 0.300, 0.276, -0.520, -0.468, 0.193, 0.268, 0.269, 0.278, -0.436, -0.480, 0.104, 0.263, 0.282, 0.280, -0.334, -0.538, 0.359, 0.186, 0.090, 0.301], "lumo_ev": -2.4, "charge": 1, "gap_ev": 8.7}

# 3
{"formula": "C25H22AuN5OPS", "method": "the ωB97M-V functional and the def2-TZVPD basis", "elements": ["Au", "N", "C", "S", "N", "N", "C", "C", "C", "C", "C", "C", "C", "O", "H", "H", "H", "H", "H", "H", "H", "N", "P", "C", "C", "C", "C", "C", "C", "C", "C", "C", "C", "C", "C", "C", "C", "C", "C", "C", "N", "H", "H", "H", "H", "H", "H", "H", "H", "H", "H", "H", "H", "H", "H", "H"], "coordinates": [[0.72328, 0.42101, 1.06786], [3.11215, -1.08163, 4.33966], [2.57413, -0.41488, 3.29283], [0.82202, -0.57843, 3.12765], [3.34375, 0.27616, 2.52510], [2.68550, 0.86974, 1.45918], [3.41399, 1.56174, 0.65527], [2.99107, 2.25700, -0.52890], [4.00851, 2.85037, -1.30263], [3.72177, 3.55082, -2.44587], [2.38540, 3.68392, -2.83690], [1.37021, 3.11548, -2.10254], [1.64835, 2.38619, -0.93784], [0.60445, 1.92337, -0.25807], [2.51784, -1.49069, 5.03688], [4.06842, -0.88220, 4.58100], [4.46983, 1.59452, 0.91255], [5.03456, 2.74349, -0.97174], [4.51226, 3.99737, -3.03140], [2.14243, 4.24463, -3.73046], [0.33470, 3.22630, -2.39098], [-1.37858, -2.03503, 0.63333], [-1.28656, -0.37833, 0.33894], [-1.40184, -0.13174, -1.42838], [-1.06865, -1.15156, -2.31595], [-1.14848, -0.92204, -3.68073], [-1.55651, 0.31672, -4.15351], [-1.88919, 1.33369, -3.26761], [-1.80846, 1.11606, -1.90308], [-2.75912, 0.29165, 1.08688], [-2.65998, 1.15626, 2.17359], [-3.81464, 1.65493, 2.75878], [-5.05520, 1.28535, 2.26179], [-5.15481, 0.42463, 1.17393], [-4.00892, -0.06942, 0.57661], [-0.27471, -2.90020, 0.56051], [-0.34967, -4.20233, 1.04638], [0.77442, -4.99350, 0.92576], [1.92121, -4.47852, 0.32993], [1.88597, -3.17797, -0.12832], [0.80410, -2.40110, -0.02104], [-2.17713, -2.35215, 1.16287], [-0.75347, -2.11760, -1.94641], [-0.89601, -1.71251, -4.37433], [-1.62242, 0.48959, -5.21959], [-2.21446, 2.29531, -3.64182], [-2.06642, 1.90717, -1.21052], [-1.68742, 1.44016, 2.55743], [-3.74427, 2.33095, 3.59975], [-5.95473, 1.67432, 2.72008], [-6.12626, 0.14908, 0.78674], [-4.08242, -0.71614, -0.29012], [-1.25559, -4.57245, 1.50744], [0.75899, -6.01003, 1.29578], [2.81528, -5.07435, 0.22002], [2.75137, -2.72317, -0.59582]], "mulliken_charge": [1.065, -0.415, 0.780, -0.536, -1.121, 0.331, 0.127, 0.560, -0.758, -0.760, -0.494, -0.448, 0.450, -0.949, 0.198, 0.245, 0.471, 0.365, 0.416, 0.392, 0.415, 0.002, 1.098, 0.632, -0.385, -0.741, -0.529, -0.661, -0.641, 0.249, -0.366, -0.786, -0.445, -0.768, -0.176, 0.684, -0.851, -0.443, -0.636, -0.591, -0.066, 0.296, 0.314, 0.433, 0.424, 0.467, 0.462, 0.235, 0.430, 0.404, 0.424, 0.425, 0.446, 0.436, 0.449, 0.439], "lumo_ev": -3.9, "charge": 1, "gap_ev": 6.9}

no.,E (Ha),highest occupied orbital energy (eV)
1,-307.6773,-9.499
2,-4081.8715,-11.058
3,-2189.9614,-10.768